Record 1
This record from OMol25 describes a molecular structure, C24H43Cl2N4O4PdSi. The level of theory is ωB97M-V/def2-TZVPD.

Element x y z (Å)
1 C 1.116 1.111 -4.610
2 C 1.429 1.892 -3.368
3 H 0.046 1.202 -4.844
4 H 1.322 0.043 -4.489
5 H 1.689 1.517 -5.445
6 C 1.666 3.217 -3.419
7 C 1.299 4.072 -4.586
8 H 2.142 3.744 -2.596
9 H 0.259 3.904 -4.931
10 H 1.947 3.915 -5.470
11 H 1.372 5.116 -4.254
12 Pd 1.005 -1.710 1.189
13 Cl 3.400 -1.399 0.535
14 C 2.158 0.179 2.902
15 O 0.974 -0.031 2.550
16 N 2.461 1.240 3.635
17 C 1.407 2.207 3.932
18 C 3.784 1.383 4.233
19 H 2.975 -0.508 2.615
20 H 0.423 1.755 3.761
21 H 1.493 3.097 3.294
22 H 1.490 2.533 4.969
23 H 4.277 0.408 4.086
24 H 3.662 1.627 5.302
25 H 4.339 2.177 3.704
26 H -1.581 -3.902 4.094
27 H -1.089 -5.870 2.784
28 C -2.654 -3.922 3.859
29 C -2.163 -6.017 2.583
30 N -2.849 -4.735 2.679
31 H -3.035 -2.918 3.659
32 C -3.561 -4.228 1.636
33 O -4.010 -3.079 1.562
34 H -2.311 -6.428 1.579
35 H -3.680 -4.982 0.821
36 H -3.190 -4.364 4.706
37 H -2.561 -6.725 3.320
38 H -2.092 0.815 -2.085
39 H -1.138 3.833 -1.172
40 C -2.706 1.467 -1.457
41 C -1.851 3.484 -0.406
42 N -1.910 2.024 -0.376
43 H -3.566 0.925 -1.053
44 C -1.096 1.299 0.443
45 O -0.967 0.070 0.497
46 H -1.558 3.867 0.574
47 H -0.529 1.937 1.147
48 H -3.064 2.314 -2.056
49 H -2.841 3.866 -0.681
50 O -0.098 0.932 -2.222
51 C 1.227 1.163 -2.050
52 C 1.213 2.892 -0.084
53 C 1.830 1.875 -0.788
54 H 0.155 3.023 -0.203
55 C 1.918 3.741 0.753
56 H 1.829 0.237 -2.125
57 C 3.127 1.538 -0.439
58 H 1.402 4.585 1.216
59 C 3.283 3.487 0.991
60 C 3.830 2.297 0.491
61 H 3.548 0.642 -0.883
62 H 3.870 4.163 1.621
63 H 4.808 1.941 0.816
64 Si -1.330 -2.378 -1.815
65 Cl 0.783 -2.026 -1.048
66 C -2.736 -1.449 -1.089
67 C -1.567 -4.211 -1.267
68 C -1.408 -2.230 -3.678
69 H -2.366 -0.707 -0.362
70 H -3.415 -2.126 -0.560
71 H -3.267 -0.971 -1.928
72 H -1.845 -1.258 -3.966
73 H -2.120 -3.019 -3.972
74 H -0.456 -2.393 -4.200
75 H -1.270 -4.410 -0.221
76 H -0.967 -4.855 -1.931
77 H -2.637 -4.485 -1.386
78 N 0.124 -4.179 2.812
79 C 0.401 -3.244 2.170

Forces on the atoms, in the same order (eV/Å):
C -0.62 0.11 0.11
C 1.08 1.41 0.55
H 0.23 -0.06 -0.05
H 0.06 0.16 0.08
H 0.03 -0.12 -0.12
C 0.05 -0.62 -0.09
C 0.04 0.32 -0.55
H -0.46 -0.20 0.25
H 0.40 0.01 0.20
H -0.17 0.23 0.25
H 0.00 -0.06 -0.44
Pd 0.26 2.15 -0.31
Cl -0.16 -0.81 0.46
C -0.73 0.00 0.33
O 1.14 -0.04 0.26
N -0.21 0.29 0.41
C 0.07 0.31 -0.04
C -0.33 -0.01 -0.64
H -0.22 0.40 0.34
H 0.36 0.03 0.07
H 0.08 -0.29 0.07
H 0.01 -0.11 0.07
H 0.12 0.55 0.28
H 0.24 -0.16 -0.38
H -0.05 -0.27 0.38
H -0.48 0.18 -0.01
H -0.55 -0.11 -0.24
C 0.36 -0.11 0.32
C -0.05 0.04 0.27
N -0.46 0.19 -0.80
H 0.13 -0.18 0.05
C 0.20 0.63 0.18
O 0.22 -1.49 0.09
H 0.07 0.06 0.16
H 0.02 0.40 0.23
H -0.10 0.05 0.02
H -0.08 0.03 -0.08
H -0.01 0.30 0.21
H -0.25 -0.08 0.12
C -0.15 -0.03 -0.18
C -0.10 -0.23 0.03
N 0.09 0.08 0.55
H 0.07 0.24 -0.10
C -0.36 -0.41 0.02
O -0.23 1.36 0.12
H -0.06 0.10 -0.10
H -0.39 -0.27 -0.04
H 0.07 -0.32 0.05
H 0.18 -0.03 0.33
O -0.40 -0.17 1.22
C 0.24 -0.66 -0.74
C -0.15 0.42 -0.17
C -0.26 -0.43 -1.29
H 0.71 0.37 -0.45
C 0.74 -0.15 0.11
H 0.13 -0.27 0.23
C 0.05 0.14 0.11
H 0.23 -0.11 -0.07
C -0.50 -0.34 0.28
C 0.14 0.33 0.00
H 0.15 0.32 0.04
H -0.16 -0.29 -0.11
H -0.02 0.31 -0.17
Si 0.36 -0.97 0.73
Cl -1.60 -0.76 -2.86
C -0.27 0.11 0.19
C 0.26 0.22 -0.44
C 0.13 0.04 -0.05
H -0.43 -0.53 -0.59
H 0.14 -0.04 -0.10
H 0.16 -0.20 0.44
H 0.42 -0.35 0.16
H 0.20 0.14 -0.04
H -0.28 0.08 0.09
H -0.07 0.24 -0.44
H -0.17 0.02 0.30
H 0.52 0.20 0.01
N 0.78 1.24 -0.85
C -0.42 -2.58 1.76

Net charge: -1
Gap between HOMO and LUMO (spin up / spin down) in eV: 6.259 / 4.807
E_LUMO (spin up / spin down) in eV: 2.50 / 1.05
Spin multiplicity: 3
Highest occupied orbital energy (spin up / spin down) in eV: -3.8 / -3.8
Energy relative to the best compared isomer or geometry (same formula, charge and spin) in kcal per mole: 42.4
DFT total energy in eV: -76137.785

Record 2
This record from OMol25 describes a molecular structure, C24H43ClFeP2. The level of theory is ωB97M-V/def2-TZVPD.

Element x y z (Å)
1 Fe -0.742 -0.091 -5.253
2 C -0.628 -2.408 0.465
3 C 0.707 -2.453 -0.031
4 C 0.593 -0.815 1.582
5 C -0.696 -1.381 1.443
6 C 1.471 -1.490 0.688
7 C -1.736 -3.307 0.087
8 H -1.495 -3.880 -0.817
9 H -2.668 -2.749 -0.088
10 H -1.941 -4.030 0.892
11 C -1.894 -1.061 2.248
12 H -2.794 -1.002 1.617
13 H -1.770 -0.108 2.774
14 H -2.073 -1.842 3.006
15 C 0.972 0.215 2.572
16 H 1.075 -0.225 3.580
17 H 0.207 1.003 2.631
18 H 1.930 0.681 2.312
19 C 2.928 -1.287 0.572
20 H 3.473 -1.939 1.277
21 H 3.215 -0.251 0.803
22 H 3.283 -1.532 -0.438
23 C 1.235 -3.401 -1.029
24 H 1.640 -4.307 -0.549
25 H 2.047 -2.947 -1.610
26 H 0.444 -3.718 -1.717
27 C -1.792 0.634 -6.640
28 C -1.937 -0.801 -6.523
29 C -1.134 -1.786 -7.345
30 C 0.401 -1.480 -7.270
31 C 0.805 -0.688 -6.042
32 C 0.777 0.775 -5.917
33 C 0.486 1.643 -7.123
34 C -0.934 1.323 -7.692
35 H -1.459 -1.810 -8.396
36 H 0.730 -1.009 -8.209
37 H -1.312 -2.795 -6.934
38 H -0.846 0.729 -8.620
39 H -2.570 1.306 -6.247
40 H -2.852 -1.221 -6.069
41 H -1.406 2.277 -7.969
42 H 0.539 2.703 -6.814
43 H 1.374 1.264 -5.128
44 H 1.236 1.499 -7.926
45 H 0.907 -2.455 -7.181
46 H 1.411 -1.255 -5.315
47 P -1.764 1.507 -1.844
48 P 1.391 1.847 -1.129
49 C -0.787 2.706 -2.788
50 C 0.509 3.161 -2.092
51 H -1.436 3.573 -2.964
52 H -0.586 2.279 -3.789
53 H 1.221 3.605 -2.803
54 H 0.254 3.948 -1.366
55 C 2.193 2.984 0.067
56 H 3.007 2.449 0.579
57 H 1.450 3.325 0.800
58 H 2.599 3.840 -0.495
59 C 2.904 1.469 -2.109
60 H 3.328 2.404 -2.500
61 H 2.648 0.777 -2.922
62 H 3.622 0.977 -1.435
63 C -3.494 1.591 -2.280
64 H -3.997 0.708 -1.850
65 H -3.620 1.570 -3.377
66 H -3.926 2.519 -1.869
67 C -1.139 -0.152 -2.166
68 H -0.213 -0.338 -1.602
69 H -0.951 -0.323 -3.272
70 H -1.893 -0.877 -1.828
71 Cl -1.630 1.898 0.169

Forces on the atoms, in the same order (eV/Å):
Fe -1.63 0.11 4.24
C 1.67 -0.44 -1.03
C -0.32 0.69 0.77
C -2.98 -0.47 0.59
C 2.06 1.73 1.00
C -0.56 -1.41 -1.35
C -0.25 -0.24 -0.26
H -0.12 0.10 0.22
H 0.12 -0.16 0.09
H -0.02 0.16 -0.16
C -0.36 0.06 0.26
H 0.09 0.02 0.23
H -0.13 -0.17 -0.05
H -0.07 0.26 -0.16
C 0.15 0.37 0.42
H 0.00 0.25 -0.29
H 0.25 -0.13 0.08
H -0.20 0.00 0.14
C 0.44 0.11 -0.08
H -0.14 0.19 -0.19
H -0.02 -0.24 -0.03
H -0.02 0.03 0.25
C 0.32 -0.59 -0.28
H -0.07 0.19 -0.27
H -0.16 -0.19 -0.03
H 0.25 -0.01 -0.03
C -1.67 0.63 -1.33
C -1.79 -0.32 -0.65
C 0.30 -0.12 -0.13
C 0.01 -0.67 -0.45
C 2.47 -0.33 0.13
C 1.87 0.26 -0.53
C -0.19 0.19 -0.43
C 0.50 0.37 -0.16
H 0.03 0.01 0.18
H 0.04 -0.07 0.37
H 0.04 0.43 -0.18
H -0.15 0.14 0.44
H -0.12 -0.63 -0.20
H 0.26 0.42 -0.35
H 0.03 -0.37 -0.08
H -0.04 -0.41 -0.18
H 0.19 -0.52 -0.42
H -0.13 0.14 0.38
H -0.02 0.42 -0.34
H 0.01 0.41 -0.39
P 0.84 -0.15 0.39
P 0.64 -0.25 0.45
C 0.09 0.67 0.00
C 0.10 0.22 -0.01
H -0.01 -0.10 0.01
H -0.17 -0.24 0.33
H -0.41 -0.02 -0.01
H 0.08 -0.23 -0.18
C -0.10 -0.02 0.08
H -0.27 0.28 -0.08
H 0.33 0.00 -0.11
H 0.00 -0.17 0.37
C -0.37 0.08 -0.24
H 0.10 -0.35 -0.03
H 0.27 0.22 0.10
H -0.21 0.15 -0.28
C -0.39 0.00 0.07
H 0.11 0.43 -0.10
H 0.19 0.03 0.39
H 0.11 -0.40 -0.20
C -0.21 -0.41 -0.08
H -0.22 0.11 -0.20
H -0.19 0.08 1.13
H 0.16 0.08 -0.17
Cl -0.38 -0.21 -1.36

Net charge: +1
Gap between HOMO and LUMO (spin up / spin down) in eV: 5.216 / 5.986
E_LUMO (spin up / spin down) in eV: -3.08 / -3.57
Spin multiplicity: 6
Highest occupied orbital energy (spin up / spin down) in eV: -8.3 / -9.6
Energy relative to the best compared isomer or geometry (same formula, charge and spin) in kcal per mole: 66.7
DFT total energy in eV: -91061.633

Number 1: maximum force 3.36 eV/A. Number 2: maximum force 4.54 eV/A.